# 1
100
Properties=species:S:1:pos:R:3:forces:R:3 method="wB97M-V/def2-TZVPD" total_charge=-1 e_tot_ev=-285404.8302 gap_ev=5.612 homo_ev=-3.9
Ca 0.64204 0.05603 0.56869 -0.011 -0.140 0.060
S 2.26044 0.13015 -4.58644 0.054 0.141 -0.045
Sb 0.36457 -1.15352 -4.44900 0.040 -0.143 -0.049
S -1.34467 -1.16846 -0.63683 0.127 0.268 -0.196
S -0.44932 0.35111 -1.81524 -0.292 -0.290 -0.011
S -1.23421 -0.33878 -5.84327 -0.028 0.060 0.007
C -3.35017 1.18196 2.34811 -0.078 -0.144 -0.080
C -2.20127 2.05612 2.83172 -0.014 0.052 0.019
Ge -0.77032 2.27006 1.44781 -0.346 0.735 0.088
C 0.24332 3.85255 2.16637 0.000 0.012 -0.013
C 1.13383 4.47968 1.10110 0.094 0.021 -0.133
C -1.93386 3.32798 0.19555 0.167 -0.144 -0.024
C -2.46629 3.24118 -1.03140 -0.141 0.245 0.203
Ge -2.01526 1.91587 -2.42341 0.186 -0.071 0.227
C -3.45630 0.68784 -2.86765 -0.119 -0.223 -0.123
C -4.64517 1.13578 -3.70955 -0.069 0.075 0.014
C -0.86049 2.71418 -3.78306 0.161 0.017 -0.099
C -1.42009 3.58514 -4.89937 -0.047 0.080 -0.044
C -3.47188 4.27333 -1.48453 0.180 -0.203 0.085
C -4.02101 5.23679 -0.63078 -0.016 -0.025 0.035
C -4.94003 6.16509 -1.08081 -0.034 0.048 -0.004
C -5.35756 6.16557 -2.40575 -0.009 -0.003 -0.040
C -4.84025 5.21372 -3.26540 0.017 0.015 0.056
C -3.91670 4.28658 -2.80122 -0.095 0.025 -0.203
H -4.12319 1.03772 3.10812 -0.025 0.000 0.051
H -2.99869 0.19244 2.03721 0.004 0.044 0.025
H -3.83291 1.61802 1.47094 -0.003 0.023 -0.023
H -1.74364 1.62887 3.72522 0.051 -0.039 0.065
H -2.56760 3.05256 3.10247 -0.018 0.035 0.010
H 0.85491 3.54001 3.01789 0.005 -0.042 0.090
H -0.46239 4.59480 2.55079 -0.063 0.045 0.026
H 1.86021 3.75943 0.70678 -0.022 -0.024 0.029
H 1.70280 5.33878 1.46625 0.017 0.055 0.027
H 0.54450 4.81562 0.24482 -0.024 0.011 -0.004
H -2.25662 4.19906 0.77075 -0.039 0.071 0.052
H -3.78601 0.30169 -1.89911 -0.002 -0.047 -0.036
H -2.94186 -0.12740 -3.38728 -0.054 0.029 0.080
H -5.20656 1.95300 -3.25423 0.011 -0.003 0.023
H -5.33865 0.30424 -3.84665 -0.011 -0.047 -0.012
H -4.33059 1.45098 -4.70476 0.049 0.046 -0.048
H -0.34418 1.86838 -4.24283 0.041 0.042 0.025
H -0.11738 3.26399 -3.19794 0.042 0.035 -0.032
H -2.10629 3.01679 -5.52796 -0.066 -0.039 -0.011
H -0.60819 3.91919 -5.54655 0.048 -0.014 -0.032
H -1.93487 4.47559 -4.53604 0.044 0.008 0.002
H -3.73863 5.25943 0.41062 0.003 -0.002 0.057
H -5.34182 6.89342 -0.38745 -0.009 0.017 0.018
H -6.07904 6.89105 -2.75690 -0.026 0.029 -0.004
H -5.14789 5.18178 -4.30186 -0.022 0.003 -0.049
H -3.54536 3.56327 -3.51435 -0.013 -0.012 0.036
C 0.54294 2.35747 5.90794 0.015 0.021 0.025
C 0.92096 0.89779 5.69059 0.042 -0.043 -0.085
C 2.33977 0.63872 6.20776 0.004 0.040 0.046
C -0.07384 -0.01313 6.40308 -0.045 0.021 0.010
N 0.80526 0.67698 4.23867 0.031 -0.126 0.038
N 1.06152 -0.64272 3.76630 -0.018 0.345 0.099
H 0.56493 2.60879 6.96807 0.005 -0.012 0.059
H -0.45253 2.55127 5.51434 -0.077 0.004 -0.011
H 1.23661 3.02399 5.39419 0.059 0.018 -0.055
H 2.40155 0.81473 7.28188 -0.025 0.011 0.058
H 3.05874 1.30031 5.72167 0.007 0.047 -0.050
H 2.65657 -0.39175 6.04156 0.016 -0.088 -0.019
H -0.16980 0.28118 7.44770 0.024 0.005 0.055
H 0.24132 -1.05719 6.38435 0.020 -0.036 -0.030
H -1.05593 0.06026 5.93548 -0.032 0.039 -0.027
H 1.41953 1.31232 3.73852 -0.094 0.006 -0.004
H 0.20784 -1.18458 3.87492 0.147 0.045 -0.036
H 1.79607 -1.09146 4.31984 -0.152 -0.107 -0.152
C 4.91349 -5.31522 3.62924 0.010 -0.010 0.007
C 3.67704 -5.74891 3.17375 -0.018 -0.030 0.006
C 2.83614 -4.87362 2.50411 -0.030 -0.044 0.007
C 3.23389 -3.56094 2.26517 -0.029 0.036 0.100
C 4.47170 -3.12810 2.72622 0.026 -0.027 -0.015
C 5.30663 -4.00535 3.40683 0.008 0.043 -0.001
As 1.97960 -2.40810 1.31686 0.529 -0.443 -0.081
C 3.15144 -0.87219 0.91825 -0.039 -0.371 0.006
C 3.52304 0.17198 1.76074 -0.019 0.076 -0.130
C 4.25258 1.23523 1.24041 -0.058 0.030 0.089
C 4.57826 1.26308 -0.11123 0.012 0.036 -0.004
C 4.21928 0.22389 -0.95307 -0.054 -0.006 -0.003
C 3.52060 -0.86562 -0.43770 -0.050 -0.138 -0.156
C 3.10109 -2.05230 -1.21645 0.043 0.178 0.033
C 3.41151 -2.29463 -2.55217 0.091 -0.020 0.095
C 2.95902 -3.45969 -3.14660 -0.143 -0.103 0.102
C 2.17834 -4.36548 -2.43197 0.016 0.053 -0.043
C 1.84064 -4.11541 -1.10924 0.055 0.052 -0.061
C 2.32490 -2.96503 -0.50462 -0.042 -0.244 0.043
H 5.56831 -5.99659 4.15556 0.013 -0.020 0.011
H 3.36281 -6.77042 3.34369 -0.003 -0.016 0.002
H 1.86764 -5.22757 2.16322 0.039 0.062 0.001
H 4.80138 -2.11320 2.54288 -0.021 -0.005 -0.011
H 6.27157 -3.66084 3.75590 0.014 0.001 0.008
H 3.23494 0.16211 2.80421 0.028 0.007 0.005
H 4.54115 2.05558 1.88432 0.008 0.016 0.007
H 5.10740 2.11380 -0.51815 0.018 0.034 0.006
H 4.44765 0.26901 -2.00929 -0.015 -0.003 -0.047
H 3.96019 -1.57614 -3.14292 -0.020 0.018 0.026
H 3.17296 -3.63642 -4.19188 0.019 -0.014 -0.008
H 1.80246 -5.25434 -2.92222 0.001 -0.002 -0.005
H 1.19300 -4.80071 -0.57378 0.038 0.030 -0.005



# 2
47
Properties=species:S:1:pos:R:3:forces:R:3 method="wB97M-V/def2-TZVPD" e_tot_ev=-38377.3782 gap_ev=10.456 homo_ev=-9.9 smiles="CCCOB[C@@H](Cl)CC.O=C1CCCO1.O=C1CCCO1"
C -0.07250 0.26746 1.94923 0.305 -0.300 -0.246
C -1.09893 -0.49335 1.11337 -0.253 0.100 0.255
C -1.83686 0.34685 0.07409 -0.362 -0.021 -0.055
O -1.30757 0.18495 -1.25999 0.270 -0.265 0.439
B -0.01944 0.48487 -1.49282 0.265 0.212 -0.227
C 0.65829 -0.22573 -2.73836 -0.495 0.083 -0.026
Cl 2.37635 0.27619 -2.92497 -0.047 0.047 -0.164
C 0.53384 -1.74620 -2.71839 0.429 -0.331 -0.066
C 1.43454 -2.45081 -1.67934 -0.472 0.072 0.035
H -0.48409 1.20794 2.31111 -0.020 0.019 0.052
H 0.23910 -0.33452 2.80338 -0.054 0.044 0.073
H 0.83350 0.47684 1.37665 -0.057 0.153 -0.001
H -0.65006 -1.35992 0.62111 0.027 0.016 -0.035
H -1.85853 -0.88793 1.79013 -0.002 0.002 0.004
H -2.87305 0.02623 0.02611 -0.016 -0.019 -0.169
H -1.85767 1.40083 0.35813 0.182 0.049 -0.092
H 0.59093 1.27201 -0.82754 -0.083 -0.079 0.139
H 0.14726 0.14798 -3.63064 0.068 -0.001 -0.033
H -0.50863 -2.00242 -2.52740 -0.075 0.179 -0.052
H 0.77749 -2.13151 -3.71030 -0.058 0.027 -0.019
H 2.17287 -3.08330 -2.16439 0.155 0.078 0.051
H 0.83252 -3.09173 -1.03345 0.055 -0.021 0.022
H 1.94654 -1.73003 -1.04270 0.110 -0.046 -0.002
O 8.52957 -0.81766 -0.73858 -0.001 -0.048 0.016
C 7.59450 -0.09060 -0.89611 0.097 0.082 -0.001
C 7.35449 1.27286 -0.27146 -0.303 -0.048 0.021
C 5.86418 1.50136 -0.51588 0.095 -0.013 0.042
C 5.63027 0.69518 -1.78875 -0.051 0.072 0.049
O 6.56385 -0.39875 -1.71689 -0.062 0.003 -0.026
H 7.97616 1.99922 -0.79774 0.040 0.004 0.022
H 7.63249 1.25958 0.77844 0.132 0.015 -0.026
H 5.57990 2.54641 -0.61748 0.018 0.003 -0.051
H 5.28499 1.07168 0.30264 -0.019 0.004 -0.006
H 5.84894 1.27453 -2.68891 0.017 0.003 0.002
H 4.62381 0.29238 -1.86370 0.182 -0.086 0.021
O -3.94789 0.61439 2.31065 0.011 -0.031 0.053
C -5.12438 0.46269 2.15746 0.018 0.124 0.083
C -6.21451 0.43917 3.21141 -0.154 -0.219 -0.155
C -7.39356 -0.18336 2.46488 0.078 0.018 0.053
C -7.10764 0.23825 1.02746 -0.085 -0.010 0.027
O -5.67309 0.29897 0.93202 -0.036 -0.031 -0.050
H -6.41260 1.46845 3.51502 0.027 0.010 0.036
H -5.88994 -0.13159 4.07650 0.068 0.101 0.053
H -8.37000 0.14198 2.81618 0.006 0.053 -0.021
H -7.34912 -1.26990 2.54631 -0.015 -0.006 -0.010
H -7.50673 1.22827 0.79819 -0.003 0.010 0.018
H -7.46958 -0.46819 0.28530 0.070 -0.006 -0.035



# 3
59
Properties=species:S:1:pos:R:3:forces:R:3 method="wB97M-V/def2-TZVPD" total_charge=-1 e_tot_ev=-55928.1015 gap_ev=8.260 homo_ev=-5.7
Pd 0.73488 -1.35456 0.91299 -0.302 -0.099 -0.242
O 2.07957 -2.00234 4.74292 0.014 0.013 0.007
C 1.84874 -1.41543 3.69239 0.041 0.000 -0.061
O 1.79186 -1.98577 2.54037 -0.088 -0.049 0.134
C 1.60014 0.10033 3.78721 0.009 -0.043 0.020
C 0.09155 0.43423 3.78876 -0.005 0.030 0.030
C -0.13499 1.79978 4.44965 -0.001 -0.004 -0.028
C 0.44493 2.74620 3.36673 0.028 -0.006 -0.004
C 0.80913 1.74502 2.25389 0.051 0.053 -0.007
O -0.19794 0.73614 2.41703 -0.007 0.007 0.011
C 2.11428 1.02969 2.64460 -0.057 -0.080 -0.032
C 2.88932 0.36170 1.49476 0.036 0.063 -0.060
O 4.10540 0.36965 1.54564 0.004 0.072 -0.030
O 2.21716 -0.07902 0.46286 0.036 0.045 0.114
H 2.03433 0.38805 4.74296 0.011 0.022 -0.011
H -0.54947 -0.37271 4.13644 -0.006 -0.007 -0.024
H -1.20368 1.96999 4.58427 0.006 0.013 0.036
H 0.35869 1.88781 5.41704 0.006 -0.012 -0.003
H -0.29781 3.46419 3.01842 -0.011 -0.014 -0.009
H 1.32064 3.29685 3.71145 -0.019 0.031 -0.005
H 0.77865 2.13922 1.24205 -0.009 -0.024 -0.002
H 2.83045 1.74567 3.04658 -0.026 -0.014 0.077
C -0.29628 3.90252 -1.04228 0.013 -0.002 0.003
C -1.43851 3.20898 -0.67357 -0.006 -0.007 0.000
C -1.44632 1.82015 -0.68698 -0.022 0.007 -0.019
C -0.31116 1.11172 -1.06618 0.012 0.000 -0.004
C 0.84473 1.81587 -1.41000 -0.003 -0.009 -0.018
C 0.84648 3.20160 -1.40796 -0.012 0.005 0.000
P -0.24843 -0.71432 -0.97827 0.179 0.219 -0.067
C 0.71347 -1.14426 -2.45759 -0.009 -0.016 -0.009
C 0.56563 -0.45997 -3.66434 -0.023 -0.008 0.000
C 1.34396 -0.79662 -4.75961 -0.011 -0.019 -0.007
C 2.27800 -1.82061 -4.65607 -0.009 -0.001 -0.006
C 2.43326 -2.49970 -3.45792 -0.014 -0.002 -0.007
C 1.65740 -2.16058 -2.35745 0.026 -0.010 0.003
C -1.96286 -1.22081 -1.29410 0.007 -0.144 0.095
C -2.42426 -1.60914 -2.54760 -0.002 0.013 0.000
C -3.73098 -2.04743 -2.70435 -0.006 -0.010 -0.002
C -4.58275 -2.10644 -1.61082 0.011 -0.016 0.001
C -4.12836 -1.71838 -0.35843 -0.011 0.011 -0.004
C -2.82305 -1.28045 -0.19825 -0.003 0.036 -0.002
H -0.29318 4.98556 -1.04079 0.006 0.000 0.012
H -2.33018 3.74618 -0.37519 0.001 0.001 0.002
H -2.34434 1.29217 -0.39369 0.000 -0.002 -0.016
H 1.74926 1.27539 -1.65352 -0.004 0.000 -0.012
H 1.74780 3.73453 -1.68367 0.003 -0.001 0.015
H -0.14953 0.35079 -3.74216 0.004 0.004 0.006
H 1.22632 -0.25743 -5.69133 0.002 0.000 0.000
H 2.88956 -2.08211 -5.51095 0.001 0.001 0.002
H 3.16360 -3.29363 -3.37183 0.014 0.014 0.007
H 1.78430 -2.67335 -1.41318 -0.029 -0.016 -0.003
H -1.75988 -1.59288 -3.40123 0.007 -0.022 0.006
H -4.07656 -2.36415 -3.68049 -0.003 0.009 -0.001
H -5.59366 -2.47603 -1.73066 -0.006 0.025 -0.004
H -4.78103 -1.78401 0.50269 -0.002 0.017 -0.002
H -2.45423 -1.01329 0.78440 0.006 -0.027 0.009
O -0.25432 -3.80514 -0.37475 0.224 -0.086 0.076
N -0.76108 -3.81663 0.72954 -0.476 0.146 -0.305
O -0.71867 -2.71274 1.37957 0.428 -0.108 0.340



Number 1: maximum force 0.0159 hartree/bohr, molar mass 1046.09 g/mol. Number 2: maximum force 0.0113 hartree/bohr, molar mass 320.62 g/mol. Number 3: maximum force 0.0114 hartree/bohr, molar mass 598.86 g/mol.